{"formula": "C4H11NO", "method": "wB97M-V/def2-TZVPD", "species": ["C", "C", "N", "O", "H", "H", "H", "H", "H", "C", "C", "H", "H", "H", "H", "H", "H"], "positions_angstrom": [[2.2300, 1.1758, 0.8884], [1.0397, 1.8779, 0.2661], [0.9320, 1.8409, -1.0864], [0.2121, 2.4554, 0.9426], [3.1356, 1.4139, 0.3443], [2.0039, 0.1203, 0.9666], [2.3235, 1.5566, 1.9017], [0.1062, 2.1974, -1.5355], [1.6388, 1.5113, -1.7229], [-1.3708, -1.0657, -0.1195], [-2.0381, -2.4625, -0.1333], [-0.3200, -1.1113, 0.1515], [-1.4577, -0.6065, -1.1017], [-1.8536, -0.4246, 0.6099], [-2.7164, -2.5410, 0.7086], [-1.3190, -3.2756, 0.0012], [-2.5462, -2.6625, -1.0816]], "forces_ev_per_a": [[-0.49, 0.68, 0.19], [-0.05, 0.34, 0.32], [0.12, -0.22, -0.88], [-0.15, -0.16, 0.05], [0.25, -0.40, -0.17], [0.28, -0.32, -0.27], [0.02, 0.04, 0.01], [-0.09, 0.20, 0.32], [0.11, -0.18, 0.43], [-0.25, -0.50, -0.13], [0.54, 0.05, 0.04], [0.13, -0.03, -0.05], [0.12, 0.18, 0.03], [-0.06, 0.21, -0.02], [-0.38, -0.13, -0.10], [0.07, 0.15, -0.08], [-0.15, 0.09, 0.31]], "lowdin_charge": [-0.01, -0.61, 0.15, 0.03, 0.07, 0.07, 0.08, 0.10, 0.10, -0.16, -0.16, 0.05, 0.05, 0.06, 0.05, 0.06, 0.06], "max_force_ev_per_a": 0.92, "e_tot_ha": -289.00850, "gap_ev": 10.61, "molar_mass_g_mol": 89.138, "e_above_lowest_ev": 0.232}